Record 1
A molecular structure, C48H46BrCeF4N7O3P2 in a non-equilibrium geometry, computed with wB97M-V/def2-TZVPD.

Positions of all 112 atoms, in Å:
Ce  0.094540  0.015574  0.057630
O  2.523912  -1.995255  1.349558
C  2.413454  -0.788336  1.096258
N  2.416276  -0.167169  -0.081351
C  2.882160  -0.868058  -1.218923
C  4.196851  -1.306300  -1.305767
C  4.679307  -1.832926  -2.493268
C  3.845275  -1.934341  -3.595283
C  2.522405  -1.540766  -3.511827
C  2.019986  -1.007847  -2.327578
N  0.664231  -0.696400  -2.122667
C  -0.144060  -0.433105  -3.161243
O  0.118584  -0.122623  -4.316505
C  -1.593021  -0.661417  -2.765420
C  -2.468243  -1.118295  -3.748543
C  -3.762686  -1.446169  -3.401901
C  -4.144072  -1.306302  -2.073623
C  -3.211517  -0.852459  -1.159025
N  -1.955783  -0.531138  -1.478037
C  2.326380  0.273527  2.175979
C  3.234102  0.270026  3.231093
C  3.334748  1.394521  4.030755
C  2.507483  2.477456  3.756187
C  1.596551  2.375143  2.719030
N  1.485819  1.298135  1.935333
H  4.835658  -1.195132  -0.440932
H  5.708838  -2.152459  -2.560076
H  4.216830  -2.330066  -4.528361
H  1.863593  -1.644018  -4.359501
H  -2.089728  -1.218685  -4.753620
H  -4.460087  -1.814812  -4.137521
H  -5.146004  -1.549512  -1.757798
H  -3.464322  -0.744352  -0.111794
H  3.866276  -0.594058  3.371362
H  4.051125  1.438017  4.838382
H  2.580999  3.391170  4.326683
H  0.932505  3.204593  2.491253
F  -3.566276  6.117809  4.218007
C  -3.216737  5.298608  3.237050
C  -3.448957  5.639672  1.906350
F  -4.042109  6.790647  1.611961
C  -3.066276  4.764422  0.890326
F  -3.377829  5.110498  -0.356588
C  -2.419313  3.555126  1.140755
P  -1.827920  2.395918  -0.206271
C  -3.377675  2.232931  -1.148778
C  -3.355372  2.130527  -2.536792
C  -4.531656  1.908450  -3.229125
C  -5.728628  1.761158  -2.546873
C  -5.748074  1.831399  -1.163601
C  -4.578935  2.066693  -0.465242
C  -0.790234  3.467400  -1.272229
C  0.587818  3.235473  -1.205114
C  1.459616  3.964446  -1.994584
C  0.966986  4.936577  -2.851348
C  -0.396875  5.157615  -2.935007
C  -1.276895  4.420479  -2.164543
C  -2.245550  3.216266  2.485714
Br  -1.594345  1.499797  2.967137
C  -2.632473  4.066442  3.517662
F  -2.448178  3.698675  4.783428
H  -2.419515  2.217769  -3.070300
H  -4.507653  1.843708  -4.305460
H  -6.641453  1.584927  -3.093417
H  -6.674029  1.698017  -0.627030
H  -4.599278  2.119552  0.615198
H  0.991083  2.468647  -0.522315
H  2.519980  3.772509  -1.941857
H  1.646150  5.513683  -3.457096
H  -0.784628  5.906681  -3.606441
H  -2.334495  4.586585  -2.279966
O  -1.070808  -1.043662  1.516065
P  -1.450520  -2.388920  2.092977
N  -3.082528  -2.600047  2.365971
C  -3.869892  -1.690725  3.188390
C  -4.937908  -1.140037  2.249510
C  -5.257956  -2.347366  1.369761
C  -3.963137  -3.179154  1.349544
N  -1.048032  -3.566219  1.014617
C  0.051790  -3.426373  0.042861
C  0.135477  -4.821275  -0.569488
C  -0.105641  -5.719497  0.642162
C  -1.204708  -4.974167  1.398729
N  -0.736880  -2.700477  3.571651
C  0.719964  -2.803215  3.620570
C  0.956041  -3.169101  5.078032
C  -0.008779  -2.229308  5.799533
C  -1.174322  -2.054646  4.811429
H  -3.248417  -0.905050  3.611218
H  -4.343955  -2.252831  4.002137
H  -4.522191  -0.322519  1.657064
H  -5.807826  -0.772265  2.789163
H  -5.566093  -2.051462  0.370938
H  -6.061009  -2.930415  1.817178
H  -3.469762  -3.161141  0.373991
H  -4.184448  -4.219622  1.608989
H  1.009650  -3.185814  0.529594
H  -0.193662  -2.654620  -0.711373
H  1.096645  -4.996718  -1.046012
H  -0.663372  -4.960778  -1.299223
H  0.801290  -5.787602  1.241938
H  -0.418698  -6.723395  0.363382
H  -1.138795  -5.092254  2.482345
H  -2.188963  -5.318629  1.068631
H  1.206246  -1.846602  3.383257
H  1.084036  -3.555764  2.922453
H  1.989824  -3.030610  5.382499
H  0.669791  -4.206939  5.247565
H  0.470897  -1.267805  5.983066
H  -0.342286  -2.632790  6.752715
H  -1.385895  -0.987195  4.665805
H  -2.081311  -2.551318  5.159161

Force components x, y, z for each atom (eV/Å):
-0.483 0.704 -1.206
0.078 1.150 -0.207
1.390 -0.903 1.698
-1.060 -0.351 -1.505
-0.127 -0.080 -0.831
0.019 0.043 0.015
0.070 0.065 0.311
-0.223 -0.010 -0.058
-0.115 -0.117 -0.098
0.615 -0.066 0.308
1.131 0.770 1.832
-1.468 0.282 -1.526
0.028 -0.331 1.148
-0.351 -0.199 -0.528
0.400 0.265 0.186
-0.006 0.009 0.312
0.181 0.036 -0.098
-0.206 0.052 0.394
0.818 -0.313 -0.399
0.037 0.307 0.573
-0.264 -0.300 -0.295
-0.267 0.168 -0.089
0.127 -0.203 -0.068
-0.361 0.293 -0.098
0.541 -0.477 -0.147
0.102 -0.024 0.006
0.045 -0.003 0.017
0.053 -0.035 -0.039
0.071 0.012 -0.069
-0.011 0.046 -0.097
-0.063 -0.029 -0.099
-0.044 -0.001 0.074
-0.083 0.029 -0.017
0.045 -0.052 0.018
0.039 -0.008 0.020
-0.070 0.034 -0.002
0.027 -0.106 0.043
0.101 -0.293 -0.358
0.002 -0.020 -0.085
-0.008 0.021 0.074
0.188 -0.382 0.055
-0.016 -0.005 0.048
0.059 0.125 0.102
0.246 -0.466 0.157
-0.578 1.613 -0.288
0.107 -0.349 0.072
0.047 -0.035 0.163
0.002 0.001 -0.081
0.007 -0.004 -0.008
-0.113 -0.037 0.000
0.152 0.003 0.043
0.051 -0.512 0.230
-0.244 -0.270 0.087
0.215 -0.049 0.028
0.097 -0.110 0.133
-0.070 0.015 0.002
0.058 0.003 0.000
-0.134 0.173 0.181
-0.243 0.355 0.152
0.156 -0.216 -0.110
-0.081 0.162 -0.112
0.019 0.033 -0.115
-0.021 0.005 -0.143
-0.119 0.000 -0.056
-0.134 0.035 0.060
-0.048 0.038 0.102
0.061 0.440 -0.141
0.110 -0.009 -0.006
0.098 0.055 -0.085
-0.029 0.079 -0.108
-0.063 0.003 0.065
0.591 0.947 -0.610
-1.582 -3.557 1.796
1.381 0.504 -0.424
-0.292 0.353 0.471
0.102 -0.122 0.081
0.054 0.048 0.116
-0.190 -0.521 -0.494
0.241 1.130 0.602
0.225 0.263 -0.141
-0.009 0.060 -0.032
-0.036 0.179 -0.056
-0.403 -0.651 0.141
-0.255 0.533 -1.405
0.491 -0.195 0.016
-0.055 0.089 -0.058
0.068 -0.076 -0.032
-0.562 0.148 0.489
-0.070 -0.001 0.115
0.110 0.118 -0.003
0.009 0.101 0.020
0.005 0.079 -0.014
-0.104 -0.068 -0.051
-0.050 0.013 -0.073
-0.124 -0.116 0.086
0.072 0.094 -0.133
-0.314 -0.027 -0.184
0.050 -0.236 0.065
-0.007 0.015 -0.072
0.034 0.020 -0.080
0.033 -0.037 0.045
0.051 -0.006 0.060
-0.025 -0.048 -0.064
0.048 -0.038 0.114
-0.042 -0.144 0.076
0.015 0.041 -0.049
0.055 -0.043 0.011
0.071 -0.042 -0.035
-0.018 0.004 0.047
-0.014 0.078 0.013
-0.027 -0.104 0.079
-0.011 0.153 0.031

LUMO level (spin up / spin down) = -7.574 / -7.587 eV
Charge = +2
Frontier orbital gap (spin up / spin down) = 5.203 / 5.189 eV
Total energy = -6596.7047 a.u.

=====

Record 2
4 unconnected molecules or ions with the total composition C3H12O4 in a non-equilibrium geometry, computed with wB97M-V/def2-TZVPD.

Positions of all 19 atoms, in Å:
O  0.145117  -0.377794  1.647700
C  0.614939  -0.494206  0.557562
C  0.007592  -1.320105  -0.526823
C  0.610896  -0.918421  -1.884989
H  1.552315  0.050529  0.313130
H  -1.072539  -1.347955  -0.577588
H  0.268555  -2.336783  -0.231571
H  0.825814  0.142794  -1.917384
H  -0.100965  -1.219566  -2.654872
H  1.510958  -1.485703  -2.139534
H  -0.745970  3.535473  1.412886
H  -0.303125  2.189745  2.020431
O  -0.799613  2.573645  1.291362
H  0.285796  2.592274  -0.401772
H  1.482385  3.396530  -1.073631
O  0.973691  2.581009  -1.083105
H  -1.948055  -1.761152  1.708330
H  -1.504890  -3.144037  2.159070
O  -1.802902  -2.656279  1.380799

Force components x, y, z for each atom (eV/Å):
0.046 -0.007 0.116
-0.403 0.195 0.306
0.516 -0.437 -1.884
0.032 -0.760 -0.086
0.128 0.095 0.073
-0.255 0.496 0.683
0.206 -0.265 0.253
-0.148 0.215 -0.337
-0.107 0.428 0.035
0.086 0.187 0.410
-0.124 -0.330 0.103
-0.056 0.267 0.202
0.193 0.114 -0.248
0.137 0.554 0.046
-0.215 0.054 0.212
0.048 -0.861 -0.110
-0.385 -0.111 0.140
-0.154 -0.135 -0.037
0.454 0.300 0.125

⟨S²⟩ = 0.757
LUMO level (spin up / spin down) = -5.608 / -9.556 eV
Charge = +1
Frontier orbital gap (spin up / spin down) = 9.337 / 5.351 eV
Total energy = -422.0891 a.u.
2S+1 = 2